(1)
This record from the OMol25 dataset describes a single C2H4N2O2 molecule at a distorted geometry. The level of theory is the ωB97M-V functional and the def2-TZVPD basis.

Bonds (Å) are listed after each position.
Element x y z (Å)
1 O -1.60 -1.29 0.14  N2 1.288, H7 1.045
2 N -2.11 -0.12 -0.02  O1 1.288, C3 1.325
3 C -1.20 0.84 -0.01  N2 1.325, C4 1.529, H8 1.150
4 C 0.30 0.61 0.09  C3 1.529, N5 1.286, H9 1.127
5 N 1.00 -0.45 -0.11  C4 1.286, O6 1.414
6 O 2.39 -0.26 0.09  N5 1.414, H10 1.138
7 H -0.58 -1.29 -0.10  O1 1.045
8 H -1.70 1.85 -0.26  C3 1.150
9 H 0.97 1.42 0.51  C4 1.127
10 H 2.55 -1.31 -0.33  O6 1.138

Calculated values
ΔE to the lowest compared entry with this formula, charge and spin	146.83	kcal per mole
calculated total energy	-9208.8559	eV
structure (SMILES)	O/N=C\C=N\O
highest occupied orbital energy	-9.61	eV
total charge	0

(2)
This record from the OMol25 dataset describes a single C2H4N2O2 molecule at a distorted geometry. The level of theory is the ωB97M-V functional and the def2-TZVPD basis.

Bonds (Å) are listed after each position.
Element x y z (Å)
1 O 3.12 0.09 -0.36  N2 1.218
2 N 2.48 -0.65 0.35  O1 1.218, N3 1.351
3 N 1.21 -0.19 0.47  N2 1.351, C4 1.406, C5 1.373
4 C 0.35 0.70 -0.19  N3 1.406, C5 1.524, H7 1.082, H8 1.029
5 C -0.11 -0.57 0.51  N3 1.373, C4 1.524, O6 1.416, H9 1.027
6 O -0.68 -1.62 -0.26  C5 1.416, H10 0.964
7 H 0.35 0.76 -1.27  C4 1.082
8 H 0.25 1.63 0.25  C4 1.029
9 H -0.59 -0.70 1.40  C5 1.027
10 H -0.38 -1.49 -1.16  O6 0.964

Calculated values
ΔE to the lowest compared entry with this formula, charge and spin	130.36	kcal per mole
calculated total energy	-9209.5697	eV
structure (SMILES)	O=NN1C[C@H]1O
highest occupied orbital energy	-9.86	eV
total charge	0